# 1
# C16H14N2O3S

An isolated molecule of C16H14N2O3S in a non-equilibrium geometry (the ωB97M-V functional and the def2-TZVPD basis, the Open Molecules 2025 dataset).

Net charge: 0
Energy above the lowest of the compared OMol25 structures with the same formula, charge and spin in kcal per mole: 148.00
E in eV: -36771.971
HOMO energy in eV: -8.970

CARTESIAN COORDINATES (ANGSTROEM)
O 0.8732 -0.2855 1.4364
N -0.1017 -3.9541 -1.7589
N 3.6486 -3.2317 0.2681
O 2.6340 -3.6279 -0.5767
O -1.4526 -4.2857 -1.5836
S 1.2671 0.6338 -1.1828
C 1.4833 -0.3222 0.3240
C 0.1745 -3.0894 -0.8858
C 3.4927 -1.9261 0.5183
C -0.9681 -2.6691 -0.2053
C 1.5564 -2.6991 -0.5011
C 2.1549 -1.5891 0.1088
C -1.9366 -3.5832 -0.5279
C -1.0801 1.6970 -0.0694
C 0.6270 3.2300 -1.0604
C -1.9812 2.7640 0.1389
C -0.3001 4.2693 -0.8676
C 0.1137 1.8748 -0.7531
C -1.5560 4.0581 -0.2020
C 4.4356 -0.9457 1.2107
C -3.1569 -3.8904 0.2534
C -2.3007 5.2879 0.3409
H -1.0107 -1.9501 0.5328
H -1.3757 0.6686 0.1283
H 1.5551 3.3406 -1.5412
H -3.0077 2.6287 0.4738
H 0.0213 5.2394 -1.0408
H 4.0071 -0.9029 2.2776
H 5.4592 -1.3657 1.1032
H 4.3750 0.0076 0.7623
H -3.2913 -4.9738 0.3082
H -4.0939 -3.5032 -0.1603
H -2.9832 -3.4312 1.2657
H -3.1989 5.3239 -0.1852
H -1.6084 6.1866 0.2439
H -2.4749 5.0161 1.4069

Force components x, y, z for each atom (eV/Å):
1.63 1.52 -3.38
-0.51 -2.71 -2.05
1.27 2.06 -1.18
-2.52 0.26 1.70
-0.03 -0.26 0.60
0.06 -0.91 1.13
-3.34 -0.61 3.07
1.63 2.20 1.00
-1.54 -1.37 -0.64
-1.12 -1.44 0.42
3.54 0.70 0.22
-0.09 -1.40 -1.63
1.63 1.58 -0.54
-0.83 -0.34 -1.12
-4.40 -1.89 0.67
1.28 0.51 -0.82
-0.16 -2.68 1.48
1.68 3.20 0.45
1.28 0.23 0.02
-0.82 -2.95 1.41
-0.36 0.14 0.26
2.69 -1.02 0.75
-0.05 1.15 1.56
-0.05 0.24 0.18
1.04 0.26 -0.38
0.39 -0.20 0.41
0.36 1.83 -0.42
1.28 0.19 -1.33
-0.63 0.49 0.61
-0.13 1.04 -0.53
0.13 0.11 0.29
0.24 0.13 -0.07
-0.41 -0.70 -0.96
-1.69 0.85 -0.68
-1.38 -0.98 0.15
-0.09 0.77 -0.66

# 2
# C16H14N3O3SV

A structure of composition C16H14N3O3SV in a non-equilibrium geometry (the ωB97M-V functional and the def2-TZVPD basis, the Open Molecules 2025 dataset).

Net charge: -1
Multiplicity: 4
Energy above the lowest of the compared OMol25 structures with the same formula, charge and spin in kcal per mole: 59.93
E in eV: -63955.693
HOMO energy (spin up / spin down) in eV: -2.606 / -4.329

CARTESIAN COORDINATES (ANGSTROEM)
V -0.1016 0.4875 0.2692
O -1.8060 0.1466 0.0715
C -2.7482 -0.5811 0.5388
C -4.0899 -0.4146 0.1277
C -5.1029 -1.1858 0.6482
C -4.8313 -2.1601 1.6125
C -3.5383 -2.3622 2.0308
C -2.4738 -1.6022 1.5169
C -1.1463 -1.8168 1.9595
N -0.1122 -1.1610 1.5215
C 1.1717 -1.4549 2.0892
C 1.8896 -0.1074 2.1692
N 1.7252 0.4513 0.8587
C 2.7831 0.9361 0.2574
C 2.8573 1.2805 -1.1069
C 3.9427 2.0463 -1.5743
C 4.0234 2.4701 -2.8752
C 2.9803 2.1757 -3.7616
C 1.9209 1.4026 -3.3571
C 1.8482 0.8348 -2.0534
O 0.9691 -0.0355 -1.7651
H -4.2839 0.3423 -0.6189
H -6.1207 -1.0442 0.3111
H -5.6368 -2.7568 2.0214
H -3.3258 -3.1172 2.7800
H -1.0009 -2.5865 2.7339
H 1.7373 -2.1038 1.4011
H 1.0990 -1.9626 3.0694
H 2.9512 -0.2247 2.4473
H 1.3812 0.5313 2.9167
H 3.6819 1.1078 0.8665
H 4.7189 2.3240 -0.8698
H 4.8708 3.0498 -3.2161
H 3.0130 2.5685 -4.7716
H 1.1161 1.1673 -4.0431
O -0.7382 4.1557 -1.4994
S 0.4235 3.3188 -1.1067
N 0.0359 2.0901 -0.3005

Force components x, y, z for each atom (eV/Å):
1.49 -1.10 -0.36
-3.82 -0.84 -1.06
-0.49 -0.93 0.86
-0.02 0.09 -0.11
0.25 0.08 -0.05
-0.15 -0.26 0.17
0.12 0.12 -0.03
-0.79 0.49 -0.61
0.83 -0.25 0.24
-0.82 -0.68 0.63
0.69 -0.25 0.44
0.18 -0.18 0.83
3.38 0.31 0.19
-0.41 -0.47 0.80
-0.21 0.13 -0.80
-0.11 -0.02 0.05
0.43 0.27 0.07
-0.40 -0.30 0.13
0.26 0.06 -0.59
0.17 -0.58 0.36
-0.21 0.10 0.08
-0.03 0.07 -0.04
-0.05 0.07 -0.05
0.01 -0.01 0.01
0.04 -0.03 0.01
0.00 0.16 -0.15
-0.09 0.12 0.14
0.01 0.18 -0.25
-0.23 0.02 -0.03
0.20 -0.27 -0.17
-0.05 -0.14 -0.10
0.06 0.00 0.06
0.03 0.06 0.05
-0.04 -0.02 -0.01
-0.02 -0.04 0.06
0.14 0.26 -0.09
-0.46 0.47 0.05
0.11 3.31 -0.74

# 3
# C16H14NOPtS6

A structure of composition C16H14NOPtS6 in a non-equilibrium geometry (the ωB97M-V functional and the def2-TZVPD basis, the Open Molecules 2025 dataset).

Net charge: -1
Multiplicity: 3
Energy above the lowest of the compared OMol25 structures with the same formula, charge and spin in kcal per mole: 7.32
E in eV: -88617.000
HOMO energy (spin up / spin down) in eV: -3.180 / -3.329

CARTESIAN COORDINATES (ANGSTROEM)
Pt -0.0238 0.0393 -0.2305
S 2.3420 -0.0810 -0.4765
S 3.3211 1.5610 0.0689
S 1.3571 3.3872 -0.0927
S -0.2677 2.2893 0.1581
S -4.1532 -1.6544 -0.1722
C -4.3481 0.0478 -0.0848
C -3.1638 0.7160 -0.1408
C -2.0331 -0.1482 -0.2589
C -2.4345 -1.4605 -0.2896
C -1.4596 -2.5101 -0.3709
C -1.7183 -3.8810 -0.2997
C -0.6723 -4.7754 -0.3792
C 0.6191 -4.2955 -0.5614
C 0.8128 -2.9309 -0.6215
N -0.1887 -2.0535 -0.5159
H -5.3449 0.4569 0.0012
H -3.0881 1.7957 -0.0926
H -2.7415 -4.2152 -0.1821
H -0.8550 -5.8405 -0.3022
H 1.4652 -4.9645 -0.6395
H 1.8025 -2.5115 -0.7570
C 0.2091 0.2084 4.5416
S -0.0743 -0.1254 2.7572
O -1.4451 -0.7151 2.7295
C 1.0535 -1.5425 2.7667
C 2.4221 -1.3746 2.6238
C 3.2425 -2.4952 2.6282
C 2.6938 -3.7637 2.7770
C 1.3205 -3.9185 2.9269
C 0.4937 -2.8018 2.9155
H 0.2614 -0.7343 5.0845
H -0.6507 0.7907 4.8754
H 1.1326 0.7809 4.6544
H 2.8426 -0.3820 2.4997
H 4.3118 -2.3769 2.5040
H 3.3395 -4.6351 2.7762
H 0.8911 -4.9077 3.0395
H -0.5848 -2.8794 3.0099

Force components x, y, z for each atom (eV/Å):
0.38 0.55 -0.79
-0.35 -0.03 -0.25
0.34 -0.18 0.32
-0.29 0.23 -0.14
0.04 -0.36 -0.04
0.10 -0.02 0.00
-0.06 -0.02 -0.01
0.02 0.04 -0.03
0.13 -0.03 0.18
-0.31 -0.03 -0.08
0.11 0.02 -0.04
-0.05 -0.01 -0.04
-0.03 0.04 -0.04
0.01 -0.07 -0.02
0.02 0.05 -0.04
-0.05 -0.09 0.36
0.07 0.02 0.00
-0.02 -0.07 0.01
0.04 -0.01 0.05
-0.02 0.01 -0.02
0.00 0.05 0.01
-0.02 0.03 0.08
-0.02 0.10 -0.16
-0.04 -0.46 0.90
0.10 0.10 0.07
-0.05 -0.04 -0.08
0.02 0.07 0.03
-0.04 0.00 0.05
-0.01 -0.03 0.04
0.02 0.09 -0.03
-0.02 -0.02 -0.05
-0.04 0.04 0.00
0.09 0.05 -0.06
-0.06 -0.06 0.02
-0.02 -0.04 -0.10
-0.02 0.01 -0.01
-0.02 0.04 -0.01
0.01 0.03 -0.01
0.05 -0.01 -0.04

# 4
# C16H15Br2HgN4O5

A structure of composition C16H15Br2HgN4O5 in a non-equilibrium geometry (the ωB97M-V functional and the def2-TZVPD basis, the Open Molecules 2025 dataset).

Net charge: -2
Multiplicity: 2
Energy above the lowest of the compared OMol25 structures with the same formula, charge and spin in kcal per mole: 22.73
E in eV: -177294.665
HOMO energy (spin up / spin down) in eV: 1.222 / -2.650

CARTESIAN COORDINATES (ANGSTROEM)
Hg 0.8362 -0.2938 -0.0584
N 0.1099 2.3267 0.8699
C 1.0340 2.3536 2.0043
C 1.0203 1.0366 2.8101
O 1.0702 1.1123 4.0513
N 1.0263 -0.0670 2.0810
C 1.0731 -1.3357 2.7837
C 0.7252 -2.5713 1.9185
O 0.5334 -3.6324 2.5233
O 0.6832 -2.4277 0.6477
H -0.8440 2.2548 1.2049
H 0.1775 3.1574 0.2969
H 2.0484 2.4900 1.6217
H 0.8225 3.1642 2.7091
H 2.0858 -1.5182 3.1660
H 0.4087 -1.3317 3.6501
C -1.5372 -4.2619 -2.9932
C -1.6466 -2.7707 -2.8180
C -1.9473 -1.9372 -3.8913
C -2.0392 -0.5720 -3.6675
C -1.7984 -0.1190 -2.3893
Br -2.0583 1.7382 -2.0530
N -1.4629 -0.8664 -1.3554
C -1.4108 -2.1855 -1.5883
H -2.0157 -4.5813 -3.9190
H -2.0057 -4.7850 -2.1592
H -0.4887 -4.5639 -3.0265
H -2.0906 -2.3391 -4.8861
H -2.2768 0.1192 -4.4619
H -1.1143 -2.7791 -0.7291
Br 7.3064 0.5803 -4.5600
C 5.4275 0.1597 -4.4997
C 4.8323 -0.3104 -5.6660
N 3.4893 -0.6076 -5.6951
C 2.8049 -0.4456 -4.5808
C 3.3338 0.0088 -3.3578
C 4.7368 0.3392 -3.3313
C 2.5104 0.0939 -2.1565
O 3.0275 0.3764 -1.0344
O 1.2325 -0.1273 -2.2652
H 5.3953 -0.4600 -6.5794
H 1.7473 -0.6910 -4.6249
H 5.1848 0.7037 -2.4193

Force components x, y, z for each atom (eV/Å):
0.64 0.94 -0.49
-0.07 -0.11 0.03
-0.14 -0.09 0.08
0.20 0.22 -0.24
0.01 0.00 -0.02
-0.32 -0.28 0.25
-0.01 -0.03 -0.12
-0.02 0.03 0.05
0.03 0.11 -0.03
-0.20 -0.60 0.35
-0.01 -0.02 -0.08
0.08 -0.02 -0.04
-0.02 -0.02 -0.06
0.04 -0.08 0.09
-0.04 -0.01 0.07
0.01 -0.03 -0.01
0.07 0.08 0.11
-0.11 -0.22 -0.54
0.13 0.23 0.45
0.00 -0.24 -0.36
0.00 0.11 0.49
0.11 0.08 0.04
-0.55 -0.11 -0.74
0.26 0.19 0.53
0.00 -0.01 -0.01
0.03 -0.03 -0.01
-0.01 -0.02 0.01
-0.05 -0.04 -0.01
0.01 0.03 0.02
0.05 -0.04 -0.02
0.02 0.00 -0.01
-0.26 0.01 0.16
0.29 0.01 -0.22
-0.37 -0.05 0.13
0.21 0.01 -0.38
-0.51 0.03 0.62
0.19 0.02 -0.01
0.93 0.28 -0.56
-0.17 -0.10 -0.25
-0.49 -0.23 0.65
0.01 0.03 0.07
0.00 0.00 0.04
0.05 -0.01 -0.03

# 5
# C16H15BrF3NO3

An isolated molecule of C16H15BrF3NO3 in a non-equilibrium geometry (the ωB97M-V functional and the def2-TZVPD basis, the Open Molecules 2025 dataset).

Net charge: 0
Energy above the lowest of the compared OMol25 structures with the same formula, charge and spin in kcal per mole: 5.42
E in eV: -102660.222
HOMO energy in eV: -8.914

CARTESIAN COORDINATES (ANGSTROEM)
F 2.4465 4.8159 -3.4106
F 0.5670 4.2031 -4.3345
F 0.6829 6.1113 -3.1524
Br 3.3038 -2.9418 -2.4138
O 0.1620 2.8774 -1.7427
O -0.1127 0.7314 0.9569
O -1.2351 -1.7959 -0.0024
C 0.6493 4.7503 -0.6349
C 0.0426 3.8163 0.3032
C 0.6917 4.1308 -1.8687
C -0.2725 2.7218 -0.4532
C 2.7080 -0.6953 -0.8218
C 1.9917 0.1650 -0.0331
C 0.8343 -2.1970 -1.0769
C 2.1751 -1.8690 -1.3545
C 0.6336 -0.1455 0.2183
C 0.0677 -1.3549 -0.2265
N -1.1126 -4.6159 1.7713
C 1.0900 4.8048 -3.2214
C -0.9464 1.4919 0.0672
C -2.0278 -1.6225 2.3439
C -0.3004 -3.3792 1.8425
C -2.1763 -3.8587 1.1176
C -1.4455 -2.4916 1.2547
H 1.0038 5.7439 -0.3607
H -0.1440 3.9024 1.3453
H 3.7195 -0.4187 -1.1031
H 2.4377 1.0621 0.3388
H 0.3947 -3.0742 -1.5086
H -1.3973 -4.9116 2.7017
H -1.3662 0.9215 -0.7716
H -1.8176 1.9349 0.6050
H -2.8947 -1.0488 2.0161
H -1.2144 -0.9389 2.6522
H -2.3047 -2.2008 3.2267
H 0.0160 -3.1432 2.8777
H 0.5972 -3.4359 1.2064
H -2.2909 -4.1167 0.0413
H -3.1556 -3.9286 1.6045

Force components x, y, z for each atom (eV/Å):
-1.20 0.09 0.25
0.28 0.81 1.48
0.42 -1.34 -0.45
-0.19 -0.16 -0.09
-0.37 -0.02 -0.45
-0.92 0.37 -0.47
0.53 0.44 0.92
0.04 -0.39 0.20
0.48 0.07 -2.51
-0.22 0.96 0.91
1.01 0.72 0.56
1.03 -0.21 -0.63
-1.76 -0.99 -0.30
1.13 1.04 0.39
-1.29 0.55 0.70
0.66 -0.61 0.35
0.67 -0.84 -1.17
0.11 0.23 0.28
0.10 -0.69 0.45
-0.97 1.01 -0.40
0.76 0.93 -0.05
1.10 0.14 0.08
-1.04 0.30 -1.61
-0.07 -1.31 0.90
-0.14 -0.33 -0.41
-0.08 0.28 0.50
-0.01 -0.15 0.17
-0.02 0.43 0.21
-0.25 -0.31 0.05
0.09 0.04 -0.24
0.28 -0.30 0.33
0.66 -0.87 0.16
0.02 0.01 -0.08
-0.58 0.04 -0.01
0.01 -0.19 -0.16
-0.09 0.22 -0.56
-0.27 -0.03 0.24
0.02 -0.05 0.61
0.08 0.11 -0.14

# 6
# C16H15BrF5N2O3S2Sn

A structure of composition C16H15BrF5N2O3S2Sn in a non-equilibrium geometry (the ωB97M-V functional and the def2-TZVPD basis, the Open Molecules 2025 dataset).

Net charge: +1
Energy above the lowest of the compared OMol25 structures with the same formula, charge and spin in kcal per mole: 4.57
E in eV: -137082.563
HOMO energy in eV: -12.300

CARTESIAN COORDINATES (ANGSTROEM)
Sn 6.7921 11.0558 6.5211
C 11.9113 11.4621 7.9367
N 10.5277 11.6570 7.5120
C 10.1204 11.1739 6.2920
S 8.9989 9.8069 6.1642
N 10.6721 11.6960 5.1893
C 10.8052 13.1129 5.0285
H 12.1837 10.3856 8.0264
H 12.0397 11.9386 8.9059
H 12.6319 11.9388 7.2599
H 9.8406 11.5072 8.2674
H 10.5822 11.0929 4.3729
H 11.6690 13.3619 4.3733
H 10.8713 13.5904 6.0237
H 9.8841 13.5812 4.5579
Br 5.4778 12.1593 4.6771
C 10.4440 14.8961 12.8022
C 9.6726 14.4910 11.5914
C 10.0859 14.8639 10.2706
C 9.2971 14.5832 9.1723
C 8.0381 14.0261 9.3662
C 7.6340 13.6038 10.6121
C 8.4241 13.8850 11.7295
S 7.0113 13.7440 7.9583
O 6.5197 12.2363 8.2485
O 5.8926 14.6404 7.9361
O 7.8853 13.6420 6.7903
H 11.5127 15.0880 12.5890
H 10.3293 14.1921 13.5947
H 10.0749 15.9010 13.2032
H 11.0455 15.3356 10.0989
H 9.5852 14.8573 8.1519
H 6.7128 13.0383 10.7160
H 8.0865 13.6039 12.7335
F 5.7537 8.7047 4.3594
C 5.4098 8.3240 5.6234
C 5.7017 9.1865 6.6789
C 5.2533 8.7350 7.9190
F 5.4963 9.4989 9.0140
C 4.6049 7.5038 8.1238
F 4.2863 7.0695 9.3805
C 4.3842 6.6403 7.0019
F 4.0068 5.3561 7.1706
C 4.7940 7.0500 5.7395
F 4.5481 6.2546 4.6383

Force components x, y, z for each atom (eV/Å):
-1.31 0.19 -0.24
1.16 0.01 0.04
-1.63 -0.79 -0.62
1.04 0.58 0.52
-0.58 1.19 0.32
-1.27 -1.80 0.94
0.18 2.33 -0.58
-0.36 0.65 -0.07
-0.09 -0.04 0.01
-0.38 -0.10 0.03
0.62 -0.11 -0.63
-0.20 0.52 -0.01
-0.49 -0.16 0.70
0.31 -0.32 -0.65
0.89 -0.90 0.37
0.93 -0.34 0.78
0.44 2.04 -0.05
-0.33 0.94 -1.35
-0.06 -0.70 0.94
-0.24 0.58 -0.40
0.29 -0.49 -0.35
-0.32 -0.03 0.72
0.15 -0.38 -0.06
-0.53 -0.44 0.51
0.63 -0.06 -1.66
0.84 -0.76 -0.06
-0.19 -0.41 -0.05
-0.48 -0.39 0.08
0.07 -0.54 0.58
0.22 -1.28 -0.58
0.02 0.03 0.21
0.08 -0.03 0.49
-0.01 0.27 0.09
0.05 0.03 -0.47
-0.08 -0.25 0.90
0.05 -0.33 -1.45
-0.49 -0.73 0.52
-0.30 -0.47 0.90
-0.06 -0.37 -0.57
-0.05 -0.73 -0.12
0.39 0.67 -1.66
0.84 -0.39 0.97
-0.09 1.49 0.04
-0.27 0.39 -0.86
0.62 1.42 1.80